1.
Entry from the OMol25 dataset: 2 unconnected molecules or ions with the total composition C4H5ClN2O at a distorted geometry (the ωB97M-V functional and the def2-TZVPD basis).

```
13
Properties=species:S:1:pos:R:3:nbo_charge:R:1
C -1.41744 -0.33005 0.60267 -0.313
C -0.38286 -1.09172 1.14764 -0.034
C -0.91218 0.43600 -0.38860 -0.031
C 1.41276 0.18566 -1.37666 0.311
N 0.71509 -0.87526 0.45131 -0.288
N 0.44523 0.10891 -0.41199 -0.257
O 2.59221 -0.41317 -0.91737 -0.720
Cl 0.82461 -0.38491 -2.90518 -0.013
H -2.44440 -0.48021 0.98236 0.235
H -0.40074 -1.90498 1.89350 0.221
H -1.38008 1.12895 -1.00887 0.233
H 1.78888 1.71447 -1.55886 0.134
H 2.41981 -1.13415 -0.26060 0.520
```

## Properties
Net charge: 0
Relative energy (zero: lowest compared OMol25 entry of this formula, charge and spin), kcal per mole: 74.36
Orbital gap, eV: 10.31

=====

2.
Entry from the OMol25 dataset: 11 unconnected molecules or ions with the total composition C29H82NO10 (the ωB97M-V functional and the def2-TZVPD basis).

```
122
Properties=species:S:1:pos:R:3:lowdin_charge:R:1
C 0.54546 -2.98221 -0.17720 -0.091
C 1.66567 -2.20801 -0.88702 -0.250
C 2.11401 -0.95041 -0.14521 -0.229
C 3.26996 -1.18313 0.83051 -0.194
C 3.41332 -0.12098 1.92978 -0.208
C 3.08658 1.30383 1.49588 -0.216
C 3.24924 2.32147 2.65240 -0.185
C 1.90603 2.88209 3.16253 -0.176
C 1.81581 4.40085 3.10415 -0.144
N 1.89016 4.82931 1.65950 0.205
H -0.42405 -2.67814 -0.57897 0.058
H 0.51591 -2.80193 0.89903 0.063
H 0.63294 -4.04776 -0.38483 0.074
H 1.33181 -1.97712 -1.89955 0.099
H 2.52537 -2.87616 -1.00025 0.098
H 1.25850 -0.44216 0.31138 0.104
H 2.48948 -0.25485 -0.90568 0.106
H 4.18962 -1.15589 0.23868 0.104
H 3.22716 -2.16799 1.30253 0.105
H 4.46367 -0.11415 2.23824 0.116
H 2.82303 -0.36040 2.82037 0.115
H 2.06137 1.37787 1.12525 0.088
H 3.74120 1.62225 0.67951 0.117
H 3.75320 1.83936 3.49090 0.114
H 3.91499 3.13335 2.33554 0.101
H 1.08447 2.49971 2.54858 0.113
H 1.71006 2.60919 4.19877 0.126
H 0.83233 4.70346 3.46149 0.121
H 2.59736 4.89603 3.67555 0.137
H 1.13020 4.35823 1.14604 0.145
H 2.80095 4.62669 1.24576 0.161
H 1.73690 5.83525 1.57478 0.171
C 3.67193 -3.23383 4.39975 -0.090
C 2.46217 -3.99815 3.90005 -0.324
O 2.84616 -5.09015 3.07627 -0.079
H 4.26412 -2.86331 3.56042 0.066
H 3.37907 -2.38551 5.02313 0.071
H 4.31548 -3.89259 4.98609 0.057
H 1.81665 -3.36323 3.29092 0.094
H 1.87294 -4.36741 4.74700 0.111
H 3.40807 -5.66940 3.60455 0.071
C 5.26810 -1.96495 -3.18457 -0.089
C 5.64022 -3.09858 -2.24308 -0.327
O 6.97790 -3.53162 -2.46161 -0.079
H 5.38114 -2.28437 -4.22038 0.078
H 4.23841 -1.63815 -3.02413 0.061
H 5.92620 -1.10485 -3.03314 0.071
H 4.99718 -3.96135 -2.40861 0.114
H 5.52361 -2.78428 -1.19911 0.095
H 7.56357 -2.78536 -2.30472 0.078
C 7.09307 -6.04571 7.27298 -0.091
C 5.71884 -6.51549 6.83819 -0.316
O 5.47689 -6.25152 5.45626 -0.096
H 7.20548 -4.97677 7.08846 0.074
H 7.25333 -6.23705 8.33447 0.076
H 7.87410 -6.56194 6.71027 0.074
H 4.93934 -5.98887 7.38729 0.110
H 5.60551 -7.58702 7.02950 0.110
H 6.14456 -6.71806 4.94389 0.084
C -2.32418 6.14941 -0.33580 -0.083
C -1.65430 4.96014 -0.98348 -0.287
O -1.07197 4.07118 -0.00972 -0.111
H -1.60489 6.71963 0.25923 0.073
H -2.76152 6.80578 -1.08572 0.081
H -3.11967 5.82745 0.33634 0.055
H -0.84953 5.27980 -1.64451 0.115
H -2.37333 4.39477 -1.57522 0.088
H -1.79115 3.77584 0.55942 0.082
C -6.81348 6.11193 0.93813 -0.090
C -5.89611 7.11174 0.26283 -0.316
O -5.37620 6.60296 -0.96722 -0.096
H -6.28030 5.17834 1.12812 0.068
H -7.18917 6.50207 1.88489 0.077
H -7.66876 5.87493 0.30134 0.075
H -5.04079 7.32848 0.89640 0.082
H -6.42721 8.04955 0.06944 0.113
H -6.12152 6.41148 -1.54483 0.083
C -2.51924 5.98516 4.65643 -0.089
C -3.53170 6.86122 3.94240 -0.301
O -4.03794 6.23907 2.76372 -0.100
H -1.68961 5.74917 3.98505 0.052
H -2.12496 6.48234 5.54325 0.078
H -2.97268 5.04117 4.96661 0.076
H -3.07311 7.79437 3.61823 0.116
H -4.36010 7.10431 4.61403 0.116
H -4.46892 5.41779 3.02211 0.086
C -3.55456 1.77545 -2.57805 -0.073
C -3.22645 0.82141 -1.44835 -0.306
O -1.83120 0.52318 -1.38310 -0.099
H -3.24763 1.36510 -3.54011 0.075
H -4.62107 1.98752 -2.62473 0.063
H -3.01763 2.71627 -2.44238 0.044
H -3.73818 -0.13085 -1.57922 0.101
H -3.54540 1.24889 -0.48925 0.105
H -1.36260 1.35446 -1.25449 0.065
C -2.12205 -1.82561 -3.41930 -0.095
C -1.66490 -3.04302 -4.20391 -0.317
O -1.01172 -4.00000 -3.38417 -0.097
H -1.27851 -1.34489 -2.92288 0.059
H -2.60309 -1.09239 -4.06996 0.067
H -2.83518 -2.11174 -2.64116 0.073
H -0.94240 -2.75762 -4.96797 0.115
H -2.52024 -3.51214 -4.70406 0.109
H -1.63371 -4.28040 -2.70572 0.081
C -6.12166 -0.41621 -5.93275 -0.088
C -6.71933 0.02543 -4.61116 -0.313
O -6.29560 1.33790 -4.24437 -0.100
H -5.03230 -0.39285 -5.88398 0.068
H -6.43902 -1.42795 -6.18715 0.076
H -6.43070 0.25250 -6.73941 0.074
H -6.39722 -0.63196 -3.80428 0.109
H -7.81244 -0.00532 -4.65956 0.109
H -6.58104 1.94421 -4.93476 0.084
C -0.47758 -7.57736 -6.77488 -0.095
C 0.23121 -6.85627 -5.64297 -0.317
O -0.66281 -6.08880 -4.84282 -0.094
H -1.00014 -6.86209 -7.41117 0.073
H 0.22782 -8.14041 -7.38762 0.072
H -1.22155 -8.27460 -6.38176 0.070
H 0.96146 -6.15005 -6.03703 0.112
H 0.76160 -7.57838 -5.01201 0.108
H -1.30863 -6.69957 -4.47354 0.082
```

## Properties
Net charge: +1
Orbital gap, eV: 7.79

=====

3.
Entry from the OMol25 dataset: a single C5H10S3 molecule at a distorted geometry (the ωB97M-V functional and the def2-TZVPD basis).

```
18
Properties=species:S:1:pos:R:3:nbo_charge:R:1
C -0.56212 1.23643 -0.90499 -0.315
C 0.05290 0.75694 0.25950 -0.244
C -1.16397 0.31876 -2.01966 -0.593
C 1.42715 -1.40481 0.52031 -0.623
C 0.01059 -0.77451 0.70519 -0.346
S -1.49653 1.69703 0.55661 0.091
S 1.57163 1.56212 0.68090 0.042
S -0.45209 -0.88268 2.45658 -0.041
H -0.18645 2.12035 -1.36888 0.230
H -1.29704 -0.62359 -1.48078 0.203
H -0.53249 0.13211 -2.77448 0.209
H -2.10005 0.75773 -2.43104 0.226
H 1.34092 -2.31652 1.07876 0.213
H 2.27479 -0.90381 0.94753 0.233
H 1.60045 -1.63654 -0.59971 0.215
H -0.71849 -1.33713 0.11461 0.225
H 1.47888 1.07114 1.91769 0.132
H -1.24806 0.22700 2.34187 0.143
```

## Properties
Net charge: 0
Relative energy (zero: lowest compared OMol25 entry of this formula, charge and spin), kcal per mole: 34.06
Orbital gap, eV: 9.50

=====

4.
Entry from the OMol25 dataset: a molecular structure, C7H8N4S at a distorted geometry (the ωB97M-V functional and the def2-TZVPD basis).

```
20
Properties=species:S:1:pos:R:3:nbo_charge:R:1
C -1.27544 -1.42084 0.17225 0.077
C -0.10239 0.75216 -0.07252 0.240
C 1.19302 1.99901 -1.86469 -0.282
C 2.82186 1.93146 -1.62310 -0.186
C 3.50900 1.62415 -0.45272 -0.424
C -1.08282 -0.76622 1.33651 -0.126
C -1.31194 -1.35680 2.55324 0.243
H -1.60635 -3.19216 -1.38889 0.427
H -2.38682 -3.08883 0.71008 0.422
H 0.29165 2.81369 -0.09576 0.410
H 1.14854 1.09275 -2.84056 0.226
H 0.86845 2.90312 -2.54510 0.227
H 3.33485 1.99308 -2.67105 0.206
H 3.01645 1.43438 0.39154 0.198
H 4.54989 1.19484 -0.74727 0.221
N -1.51900 -2.82483 -0.07370 -0.848
N 0.17729 2.00734 -0.71380 -0.636
N -0.51645 0.60515 1.14692 -0.417
N -1.44095 -1.70113 3.64575 -0.284
S -0.53942 -0.52088 -1.19643 0.307
```

## Properties
Net charge: 0
Relative energy (zero: lowest compared OMol25 entry of this formula, charge and spin), kcal per mole: 130.26
Orbital gap, eV: 8.12